Record 1
Below is a molecular structure, C34H63NNbS2 in a non-equilibrium geometry, with properties calculated with ωB97M-V/def2-TZVPD.

Its LUMO energy is 1.12 eV. As for the charge: -1. As for the HOMO-LUMO gap: 6.155 eV.

Geometry as XYZ:
```
101
Properties=species:S:1:pos:R:3:forces:R:3:mulliken_charge:R:1
H -7.684962 0.257488 -1.995189 0.0 0.5 -0.6 -0.03
H 3.859592 5.964303 -2.784662 0.0 -0.1 0.0 0.31
H 2.674135 -1.844021 -3.110416 -1.1 1.0 1.5 0.24
C 3.840820 4.981727 -6.117734 -0.1 0.1 -0.1 -1.20
H 2.710036 9.264990 3.770251 0.0 0.1 0.0 0.29
C 0.116675 -4.987788 0.618415 -1.9 -0.6 -1.9 -0.29
C 2.587099 -10.848617 2.760522 0.1 -0.1 0.1 -0.18
H 0.187479 -11.458771 4.227398 0.0 0.0 0.0 0.31
C -1.394082 -6.553398 -0.981257 1.1 4.1 2.0 -0.49
C 3.724536 5.926587 -4.928899 0.2 -0.1 0.1 -0.40
H 0.019032 6.096511 -2.334697 0.1 0.0 0.1 0.45
H 0.645777 3.864448 -3.166612 0.0 0.0 -0.1 0.34
C 0.622975 -10.467884 4.395716 0.0 -0.1 -0.1 -0.74
C 0.498225 0.013408 -0.071511 0.9 -0.7 -1.4 -0.34
C 2.076302 -1.307083 -2.280886 -1.5 1.2 2.0 -0.57
H -9.410131 -1.214567 -0.639027 -0.2 -0.4 0.0 -0.01
H -7.627044 0.056746 1.156512 1.0 -1.3 -0.5 0.32
C 1.329000 8.354307 1.507349 -0.1 0.0 -0.1 -0.53
C 1.331483 4.702291 -3.332334 0.0 -0.1 0.1 -0.60
C -0.205350 -6.399667 0.031792 -2.7 3.1 -1.6 -0.33
S -2.699858 -0.689383 0.745209 0.9 -0.6 -0.4 -0.05
H 2.488702 -12.403779 1.264158 -0.1 -0.1 0.1 0.38
H 2.506052 -13.007642 2.927628 -0.1 0.0 0.0 0.30
C -5.438545 -0.159309 0.641090 0.7 -0.2 -0.1 -0.20
H 2.853951 3.343963 -4.005178 0.0 0.0 0.0 0.25
C -2.218725 -5.266291 -1.336960 2.3 0.4 1.7 -0.55
H 1.241304 2.045997 -1.027136 -0.1 -1.8 0.2 0.26
H 3.681894 -10.819619 2.724410 -0.1 0.1 0.0 0.35
C 0.327100 -8.017067 3.769193 -0.1 0.1 -0.2 -1.12
H -0.046679 9.707631 2.501350 0.0 0.0 0.0 0.25
H 0.147356 -7.736732 4.810717 0.1 0.0 -0.1 0.34
H -0.239036 -7.332696 3.131629 0.1 0.0 0.1 0.31
H 2.957419 3.736362 -2.305143 0.0 0.0 0.0 0.30
H 2.237406 -10.076346 2.069738 0.0 0.0 0.0 0.11
C -1.390560 -1.729598 1.519552 -0.8 -0.8 3.0 -0.19
H 1.387826 -7.870349 3.550642 0.0 0.0 0.0 0.27
H -3.090638 -5.310476 -2.080839 1.5 -0.1 1.3 0.33
H 2.170931 8.656021 -0.444179 0.0 0.0 0.0 0.19
H 2.257608 10.691366 2.819396 0.0 0.0 0.0 0.28
H 2.633247 0.859854 -3.033639 -0.9 -1.0 1.3 0.25
C 1.263030 0.907724 -1.080406 0.5 -4.1 -1.1 -0.24
H 3.044472 4.233882 -6.119398 0.1 0.0 0.0 0.29
H 4.802452 4.461495 -6.106772 -0.1 0.0 0.0 0.29
H -6.911628 -1.665077 1.413858 -0.3 1.4 -0.8 0.34
H 2.779890 6.474630 -4.985547 0.0 0.0 0.0 0.25
H -5.100524 0.070433 -0.442114 -0.6 -0.2 1.7 0.32
H 1.095936 5.098117 -4.325334 0.0 0.0 0.0 0.35
H 1.396932 -3.332997 -1.409878 -0.4 1.7 0.4 0.28
S -1.481025 -1.981646 3.195510 0.2 0.2 -2.6 -0.21
H 1.017254 -4.946707 1.334746 -1.7 0.3 -1.2 0.29
C 1.299177 -2.210992 -1.262064 0.2 4.1 -0.1 -0.34
C 2.076478 0.243728 -2.255492 -2.4 -2.4 3.4 -0.31
C -0.107358 -9.453660 3.513392 0.0 0.0 0.2 -0.32
C 0.805674 9.069178 2.754498 0.1 -0.1 0.0 -0.49
H 4.828274 4.716562 -3.533160 0.0 0.0 0.0 0.42
C 2.765665 4.171522 -3.292961 0.0 -0.1 -0.1 -0.31
H -2.458856 -2.896941 -1.024671 0.7 -1.8 0.2 0.43
H -1.632353 -7.573532 -1.419956 0.2 1.7 0.6 0.32
C 0.449248 -1.542520 -0.113751 2.8 1.5 -3.6 0.71
C -0.412279 9.630863 -0.757746 -0.1 0.1 0.0 -1.07
H 2.592973 -9.586283 4.499313 -0.1 0.0 0.0 0.31
C -6.934106 -0.751605 0.713191 0.3 0.3 1.2 -1.27
H 1.454158 10.366048 4.355149 0.1 0.0 0.0 0.37
H 2.717416 9.821110 0.738979 0.0 -0.1 0.0 0.33
C -4.397369 -1.273040 1.221096 -1.4 0.3 0.0 -0.50
C -0.687782 -3.695480 0.230243 -0.9 -4.6 -1.4 -0.19
C 1.831521 9.277474 0.392542 0.1 0.1 0.1 -0.52
H -6.054020 -1.801312 -1.975621 0.6 -0.5 -0.2 0.00
H 0.426939 -10.231125 5.447786 0.0 0.0 -0.1 0.37
C 0.806249 10.288806 -0.124554 0.1 -0.1 -0.1 -0.42
H -1.100410 10.393081 -1.133931 0.0 -0.1 0.0 0.38
C 2.139826 -10.534257 4.189601 0.0 0.1 0.0 -0.71
H 1.238614 5.374943 -1.274178 0.0 0.1 0.0 0.31
C 2.122753 -12.216381 2.277595 0.0 0.0 -0.2 -1.19
C -1.889175 -3.855441 -0.764686 2.6 -2.7 1.4 -0.24
H -0.960072 9.017520 -0.038599 0.0 0.0 -0.1 0.28
H 0.538293 7.705498 1.115933 0.1 0.0 0.0 0.27
H 3.769588 5.541949 -7.054295 0.0 -0.1 0.0 0.38
Nb -7.707823 -1.431286 -1.322895 0.6 1.1 1.5 -0.65
H 0.487106 10.958148 0.679347 0.0 0.0 0.0 0.26
H -0.104409 0.545899 0.754732 1.1 -1.0 -1.5 0.27
H 1.290668 10.921731 -0.876606 0.0 0.0 0.1 0.35
H 0.426703 8.316212 3.453670 0.0 0.0 -0.1 0.37
C 1.871781 9.895437 3.460926 -0.1 0.1 0.1 -1.20
H 2.147187 7.685070 1.797298 0.0 0.0 0.0 0.38
H 4.519581 6.677251 -5.001370 -0.1 0.0 0.0 0.37
H 0.393018 -7.336560 0.280142 -0.8 1.7 -0.2 0.39
H -4.591835 -2.243246 0.652740 0.2 1.2 1.0 0.29
H -0.116881 8.996681 -1.597997 0.0 0.0 0.1 0.20
H 2.547869 -11.294930 4.865238 0.0 0.0 -0.1 0.38
H 0.030495 -9.696729 2.454804 0.0 0.0 0.0 0.20
N -0.277589 -2.407574 0.821843 -0.9 1.5 -2.1 0.27
H 1.032913 -12.288136 2.253248 0.1 0.0 0.0 0.28
H 1.692113 6.648059 -2.422543 0.0 0.0 0.0 0.18
H -8.457775 -2.026990 -2.862307 -0.5 -0.2 -0.1 0.03
H -1.182095 -9.533637 3.708008 0.1 0.0 -0.1 0.36
C 3.852070 5.212646 -3.581633 0.0 0.1 0.1 -0.89
H -4.591740 -1.336248 2.342918 0.7 -0.2 -1.5 0.42
C 1.060313 5.767794 -2.279233 -0.2 0.1 -0.1 -1.06
H -5.364403 0.801454 1.279392 0.1 -1.5 -1.1 0.25
H -7.761476 -3.169525 -0.724405 0.0 -0.4 -0.3 -0.02
```
Positions in Å, forces in eV/Å.



Record 2
Below is a molecular structure, C34H65AlCl2F3O12S in a non-equilibrium geometry, with properties calculated with ωB97M-V/def2-TZVPD.

Its LUMO energy is 2.03 eV. As for the charge: -1. As for the HOMO-LUMO gap: 7.395 eV.

Geometry as XYZ:
```
118
Properties=species:S:1:pos:R:3:forces:R:3:mulliken_charge:R:1
C 3.460671 7.736278 4.600115 0.0 0.2 -0.1 -0.52
O 0.977296 -2.127915 -2.690159 -0.5 0.5 0.2 -0.45
O 2.588628 -2.148136 -1.134947 0.1 1.2 0.6 -0.87
H -5.355263 -5.537635 5.144116 -0.1 0.1 0.0 0.34
C 3.182269 0.855066 -2.094865 0.3 -0.3 0.0 -1.24
C -7.460460 -4.088943 3.600776 0.0 0.0 0.1 -1.02
C -2.754794 -3.069796 -1.938297 -0.7 -0.5 -1.2 1.09
C 5.689282 -1.409248 -0.292633 -0.2 -0.2 0.5 -0.68
H -5.623960 -5.171412 3.162451 0.0 0.0 0.0 0.35
H 3.251573 0.712650 -1.018873 -0.1 0.0 0.2 0.37
O -1.993876 9.411945 1.857500 -0.1 0.1 0.2 -0.58
H 2.685051 -1.186330 0.727097 -0.2 0.2 0.0 0.09
H 3.576930 6.363460 2.442516 -0.1 0.0 0.0 0.30
H 3.640014 4.608508 2.379189 -0.1 -0.1 0.0 0.33
C 1.650994 -1.277839 -1.788099 0.0 -0.6 -1.2 1.65
C -2.771710 -1.356108 2.696828 0.6 0.7 -0.4 -1.10
C -3.496797 -4.386523 -2.130168 0.5 0.0 0.1 -1.43
C 5.112017 -2.059048 0.976936 0.6 -0.7 -0.5 -0.82
H -2.160544 5.345920 -0.127295 0.0 0.0 0.0 0.32
H 0.136312 -1.159631 -5.716324 0.1 -0.1 -0.1 0.31
H -1.325391 5.483725 -1.678254 0.0 0.0 -0.1 0.22
C -2.154845 7.325585 -0.963013 0.1 -0.2 -0.1 -0.70
C 2.150688 8.349922 4.151545 -0.1 -0.1 0.0 -0.47
H -1.763368 0.137764 1.500764 0.2 0.1 -0.3 0.26
H -1.537690 7.972154 -1.588674 0.0 0.0 0.0 0.40
H -3.534111 -4.932559 -1.192802 -0.4 0.0 0.2 0.37
H -0.560814 6.069544 -0.202744 0.0 0.0 -0.1 0.17
H 3.666847 -3.592239 1.508610 0.1 0.0 0.3 0.41
F 1.861910 4.611788 -3.059678 -0.8 -0.7 0.0 -0.30
C -1.502687 -0.607964 2.243219 -0.4 -0.2 0.4 -0.35
H 6.762719 -1.283202 -0.191106 0.1 0.4 0.0 0.44
H -0.132252 -2.593170 -0.535234 -0.2 -0.2 0.1 -1.08
H 0.315935 9.621973 0.797297 0.0 0.0 0.2 0.33
H 5.889762 -2.701690 1.390760 0.1 0.0 0.2 0.43
H 0.715409 -5.868991 -4.429411 0.0 0.0 0.0 0.28
C 0.540034 -0.582022 -0.948766 -1.4 0.9 0.3 3.55
H 3.301419 -1.023363 -3.023240 0.1 -0.2 -0.1 0.50
H -4.468775 -4.249513 -2.585013 -0.2 0.0 0.0 0.43
O -3.747854 -2.727774 5.343597 0.1 0.1 0.3 -0.51
H -1.941835 -3.293371 -1.263358 0.1 0.4 0.2 -0.33
S -0.178830 -1.690553 1.667857 0.1 0.0 -0.1 -0.34
H 3.870415 8.309764 5.430223 0.0 0.0 0.0 0.30
H 0.324453 7.893588 1.186262 0.0 0.0 0.0 0.01
Al -0.555607 -1.351170 -3.199119 -0.1 1.1 -1.0 0.35
C 2.499907 -0.363182 -2.707971 0.0 -0.1 0.6 -1.34
H 4.128022 -3.610028 -0.165179 0.2 -0.1 -0.1 0.32
H -3.102242 7.199560 -1.483439 -0.1 0.0 0.1 0.35
H 0.706294 1.527061 -2.908233 -0.1 -0.1 0.2 -0.19
H -3.506168 -1.290661 1.902256 -0.3 -0.3 0.0 0.20
C 3.273561 5.309834 4.344602 -0.1 0.1 -0.3 0.72
H 4.216512 0.884393 -2.436432 0.1 0.2 -0.3 0.36
C 1.448356 -7.740424 -3.597829 0.1 0.0 0.1 -1.08
H 2.424288 -5.284539 -1.591938 0.0 -0.2 0.0 0.34
Cl -3.528987 -1.862694 -4.306742 0.0 0.0 -0.1 -0.24
H -7.840541 -3.072564 3.501859 0.0 0.0 -0.1 0.32
H -8.097957 -4.759755 3.024236 0.0 0.0 0.0 0.37
C 3.919795 -2.945669 0.670861 -0.7 0.3 0.0 -1.22
C -4.997704 -4.706827 5.747756 0.2 -0.2 -0.2 -1.16
H -0.462852 -7.160923 -4.381291 -0.1 0.0 0.0 0.44
H 0.042719 8.448600 -0.475051 0.0 -0.2 0.1 0.34
H 2.301229 9.380078 3.827706 0.0 0.0 0.0 0.36
H 2.284506 -7.319283 -3.039866 0.0 0.0 -0.1 0.26
C -4.576054 -3.494068 4.946465 -0.1 -0.2 0.0 0.87
O 3.297599 6.417820 5.118608 0.1 0.0 0.2 -0.36
H 2.081417 5.416742 2.588165 0.0 0.0 0.0 0.17
H -2.866254 -4.978716 -2.788852 -0.1 -0.3 -0.1 0.21
H 1.825630 -8.118159 -4.548863 0.0 0.0 0.0 0.38
H 5.201223 -0.463251 -0.494106 0.1 0.2 -0.2 -0.04
O 3.307220 4.241413 4.879259 0.0 -0.2 0.2 -0.56
C -1.610095 8.740720 0.940219 0.3 -0.1 0.0 0.71
C -0.143870 8.662539 0.573774 0.0 0.3 -0.3 -0.71
H 1.054755 -8.576206 -3.019176 0.0 0.0 0.0 0.29
C -6.031595 -4.161218 3.102137 -0.2 -0.1 -0.1 -0.44
Cl -3.885638 -1.886529 -1.187557 0.3 0.1 0.4 -0.24
F 0.164537 3.782549 -1.933234 0.7 0.0 -0.6 -0.20
H 1.567730 0.489389 0.692819 -0.1 -0.1 0.3 0.14
C -0.394313 -0.500973 -5.025548 0.0 -0.3 0.4 -1.39
H -3.155465 -0.885663 3.592282 -0.3 0.0 0.1 0.45
H 1.805870 -2.741961 0.656740 -0.2 0.1 0.2 -0.09
H 4.880792 -1.326643 1.743907 -0.1 0.2 0.1 0.42
O -5.182866 -3.232782 3.773925 0.0 0.1 -0.1 -0.33
H 1.915298 -0.180639 -3.600025 0.0 0.4 -0.1 0.39
C 0.927774 3.613685 -3.051659 -0.5 0.4 -0.1 0.72
H 1.709841 7.792224 3.325485 0.0 0.0 0.0 -0.13
H -1.089936 -0.063382 3.087275 0.2 0.1 0.1 0.52
C 1.510346 2.224235 -3.146361 0.0 0.4 -0.6 0.00
H 0.151834 0.441721 -4.999494 0.1 0.1 0.0 0.23
O -0.378474 -0.072131 -1.941629 0.4 -0.7 -0.1 -0.91
H -2.529290 -2.383026 2.926222 -0.1 -0.3 0.0 0.27
C 3.139452 5.452551 2.845206 0.3 0.1 0.0 -0.82
H -1.363901 -0.292061 -5.471499 -0.2 0.0 -0.1 0.40
H -5.779163 -4.406009 6.444310 0.0 0.0 0.0 0.28
H -0.095162 0.986191 0.305328 -0.1 0.0 0.2 0.33
H 1.741965 -3.680465 -1.952484 0.0 -0.7 0.0 -0.41
C -2.202463 -2.537790 -3.279218 0.4 0.1 0.9 -0.42
C 1.705698 -4.740261 -2.205692 -0.2 -0.3 0.0 -0.40
C 0.362426 -6.710135 -3.831860 0.1 -0.1 -0.1 -0.29
C 0.848054 0.646820 -0.104061 0.5 0.0 -0.1 -2.02
H -5.988811 -3.869205 2.054541 0.1 0.1 0.0 0.37
O -0.314496 -4.799432 -0.973839 -0.5 -0.2 0.5 -0.57
C 0.319615 -5.247347 -1.883924 1.1 0.3 -0.4 0.56
H 1.981842 -4.833098 -3.253094 0.0 -0.1 0.0 0.43
H -1.354588 -1.323270 -0.337141 -0.2 0.0 -0.1 0.91
C -1.509645 5.977594 -0.731285 -0.1 0.2 0.3 -0.51
H 1.215227 1.461493 -0.712648 0.0 0.1 -0.2 0.41
H -1.905014 -3.428654 -3.827970 0.2 -0.2 -0.1 0.15
C -0.328713 -1.601076 -0.140946 0.8 0.1 0.1 -0.93
H -4.135750 -5.052356 6.311937 0.0 0.1 0.1 0.32
O -2.493648 7.995836 0.259945 -0.2 0.1 -0.1 -0.35
O 2.625576 2.149387 -2.315477 -0.1 0.1 0.3 -0.46
H 1.430447 8.341060 4.968741 0.0 0.0 0.0 0.31
H 4.211558 7.750616 3.808105 0.0 0.0 0.0 0.39
O -0.215383 -6.254508 -2.611342 -0.4 -0.1 0.0 -0.39
H 5.530296 -2.072739 -1.135456 -0.1 0.0 -0.2 0.19
H -7.533842 -4.365972 4.653078 0.0 -0.1 0.0 0.27
C 2.652658 -2.175737 0.281833 0.4 -0.9 -0.1 0.79
F 0.088516 3.823060 -4.118554 0.6 0.0 0.8 -0.30
H 1.771332 2.081345 -4.198205 0.1 0.0 -0.1 0.45
```
Positions in Å, forces in eV/Å.